Entry 1:
DFT (the ωB97M-V functional and the def2-TZVPD basis) results for 11 unconnected molecules or ions with the total composition C27H53F12N5O26P2 in a non-equilibrium geometry.

The geometry in XYZ format:
```
125
Properties=species:S:1:pos:R:3:forces:R:3
C 0.605 0.909 0.096 -0.28 1.38 0.85
N 1.078 0.032 -0.967 -0.16 -0.78 -0.21
O 1.901 -0.846 -0.730 -0.69 0.83 -0.20
O 0.499 0.203 -2.023 0.47 -0.55 -0.43
H 1.423 1.394 0.628 0.12 -0.58 0.14
H -0.070 0.356 0.749 0.35 -0.17 0.06
H 0.030 1.709 -0.368 0.05 -0.23 -0.08
C 1.705 -1.190 3.107 -0.19 0.34 -1.67
N 2.752 -0.674 4.020 1.60 1.32 -1.87
O 3.552 0.207 3.545 -2.21 -2.24 1.20
O 2.770 -1.101 5.126 0.34 -0.09 1.28
H 1.261 -2.180 3.211 0.62 0.12 1.35
H 2.178 -1.272 2.129 -0.13 0.59 -0.09
H 0.924 -0.430 3.153 0.04 0.04 -0.28
C -0.635 4.049 4.059 0.67 -0.32 0.07
N -0.424 2.639 3.487 1.54 -1.46 0.73
O 0.664 2.033 3.776 -3.08 2.24 -0.80
O -1.316 2.128 2.836 0.51 0.51 0.24
H -1.381 4.680 3.576 0.12 -0.71 -0.76
H 0.358 4.494 3.993 -0.23 0.07 0.31
H -1.011 3.956 5.078 0.51 -0.41 0.08
C 3.803 3.399 1.624 0.18 -0.58 0.00
N 4.898 3.307 0.562 -0.34 -0.85 -0.33
O 5.150 4.329 -0.083 -0.12 -1.63 1.00
O 5.384 2.176 0.384 -0.45 2.16 0.02
H 2.871 3.671 1.128 0.31 0.71 0.02
H 4.145 4.059 2.421 -0.20 0.35 -0.45
H 3.614 2.429 2.084 0.57 -0.20 -0.27
C -2.828 -1.067 3.724 1.19 -1.59 -0.14
N -3.033 -0.403 5.012 1.50 2.68 0.14
O -4.170 -0.287 5.390 0.01 -0.16 0.73
O -2.020 0.205 5.486 -2.53 -1.76 -0.70
H -3.181 -0.447 2.900 0.35 0.22 0.30
H -3.325 -2.035 3.656 -0.49 0.25 0.41
H -1.765 -1.306 3.759 0.00 0.41 -0.81
C 2.466 -5.702 -0.793 0.72 0.52 -0.65
O 3.680 -5.754 0.051 -0.69 1.95 -0.38
P 4.297 -4.371 0.737 -0.43 -0.36 0.49
O 3.491 -3.811 1.893 1.54 -1.00 -2.40
O 5.782 -4.927 1.059 -1.08 1.67 -0.17
C 6.016 -6.242 1.577 -0.94 0.26 -0.76
O 4.579 -3.319 -0.485 0.31 -1.07 1.21
C 4.892 -1.944 -0.091 -2.05 0.33 0.85
H 1.964 -4.735 -0.819 0.00 0.02 0.90
H 1.765 -6.514 -0.599 0.34 0.14 0.62
H 2.727 -5.780 -1.848 0.67 -0.43 0.03
H 6.917 -6.226 2.189 -0.23 -0.04 -0.09
H 6.101 -6.829 0.663 0.32 -0.61 0.47
H 5.105 -6.520 2.107 0.42 -0.49 0.38
H 3.920 -1.521 0.162 -0.02 0.25 -0.15
H 5.263 -1.329 -0.911 0.50 -0.69 0.02
H 5.402 -1.857 0.869 0.78 -0.32 -0.45
C -1.905 4.761 0.297 0.19 -0.90 0.35
O -1.173 5.626 -0.583 0.26 0.27 0.03
P 0.295 6.104 -0.178 1.31 -0.73 -1.19
O 1.037 5.152 0.684 -0.96 1.37 0.47
O 1.038 6.145 -1.609 -3.99 -1.51 1.60
C 2.295 6.589 -1.817 2.13 2.58 -1.45
O 0.117 7.647 0.262 2.22 -2.29 -0.17
C -0.754 8.514 -0.409 -2.25 0.80 1.00
H -1.224 4.131 0.869 0.17 0.25 0.15
H -2.495 4.037 -0.267 -0.11 0.44 -0.42
H -2.553 5.304 0.984 0.07 0.23 -0.19
H 2.112 7.444 -2.467 0.70 0.27 -0.44
H 2.925 5.902 -2.382 -0.14 -0.34 0.41
H 2.832 7.042 -0.984 -0.08 -0.64 0.50
H -1.501 8.572 0.382 -0.83 0.71 -0.56
H -1.255 8.165 -1.312 0.50 -0.39 -0.05
H -0.398 9.533 -0.557 0.75 -0.37 -0.01
C -2.078 -3.450 -3.280 -0.86 -0.55 -1.00
C -1.738 -2.654 -2.056 -0.71 2.82 -2.02
O -1.225 -3.469 -1.115 0.95 -2.26 5.90
C -1.187 -3.104 0.283 0.62 2.91 -3.48
O -1.245 -1.948 0.652 -0.47 -2.02 -0.38
C -0.779 -4.254 1.197 0.22 -0.30 -0.72
F -0.081 -3.732 2.240 -1.20 -1.18 -0.84
F -1.856 -4.976 1.540 0.17 0.61 1.01
F -0.030 -5.102 0.503 0.66 0.07 0.41
H -2.958 -4.091 -3.227 -0.10 -0.05 0.63
H -1.280 -4.114 -3.613 0.30 0.23 0.21
H -2.326 -2.801 -4.119 0.27 0.31 0.06
H -2.531 -2.005 -1.686 -0.65 -0.46 0.19
H -1.038 -1.882 -2.377 0.73 -0.08 0.13
C -4.570 -3.437 0.915 -0.30 0.62 0.29
C -6.049 -3.073 1.179 1.11 -1.51 -1.09
O -6.159 -2.584 2.515 -0.92 0.03 1.58
C -7.309 -2.865 3.222 -0.69 -1.49 -4.18
O -8.310 -3.303 2.647 2.42 1.39 2.20
C -7.189 -2.733 4.753 -1.90 -1.10 -0.49
F -8.102 -3.573 5.229 -0.37 -1.21 0.40
F -6.037 -3.096 5.273 0.61 0.78 -0.14
F -7.650 -1.565 5.136 1.03 1.64 0.31
H -4.052 -2.478 0.919 0.56 -0.20 -0.04
H -4.440 -3.925 -0.051 -0.27 0.27 -0.23
H -4.114 -4.132 1.620 -0.33 0.24 0.35
H -6.617 -3.986 0.997 -0.51 0.25 0.50
H -6.310 -2.361 0.396 -0.45 0.38 0.51
C 3.080 -2.768 -4.741 1.18 1.21 1.17
C 3.702 -1.990 -3.490 -0.67 -1.76 -1.67
O 3.344 -0.623 -3.533 -0.43 2.63 0.14
C 3.994 0.305 -4.269 3.03 -1.95 -0.97
O 4.971 0.025 -4.957 -1.87 0.81 0.94
C 3.583 1.821 -4.079 0.14 -2.29 0.90
F 3.798 2.545 -5.159 0.54 0.08 0.34
F 2.304 1.847 -3.804 -1.61 0.53 0.24
F 4.231 2.275 -2.982 0.09 0.31 -0.93
H 3.304 -3.816 -4.539 -0.61 -0.13 -0.19
H 3.534 -2.505 -5.696 0.35 0.13 0.19
H 2.035 -2.474 -4.834 -0.14 -0.58 0.30
H 4.761 -2.212 -3.364 0.19 0.61 -0.39
H 3.235 -2.407 -2.597 -0.21 0.43 0.01
C -1.858 3.550 -3.951 1.20 0.37 -0.86
C -1.609 2.230 -3.227 -0.09 0.84 -0.27
O -2.804 1.835 -2.563 -3.17 -1.77 -0.01
C -3.818 1.142 -3.199 2.91 -0.68 -4.32
O -3.755 0.704 -4.383 -0.28 1.74 4.55
C -5.073 0.888 -2.339 2.29 -1.26 -1.28
F -6.073 1.487 -2.913 -1.38 0.38 -0.08
F -5.275 -0.446 -2.270 -0.39 0.18 -0.29
F -4.862 1.291 -1.135 -0.38 1.02 2.10
H -2.356 3.450 -4.915 -0.51 -0.34 0.28
H -0.897 3.952 -4.273 0.43 -0.15 0.11
H -2.266 4.401 -3.405 -0.39 -0.54 0.47
H -0.919 2.312 -2.387 0.11 0.26 -0.28
H -1.218 1.459 -3.891 -0.28 -0.02 -0.06
```
Positions in Å, forces in eV/Å.

Values from the calculation:
Maximum force = 0.1243 Eh/bohr
Total energy = -140719.046 eV
Total charge = 0
Structure (SMILES) = CCOC(=O)C(F)(F)F.CCOC(=O)C(F)(F)F.CCOC(=O)C(F)(F)F.CCOC(=O)C(F)(F)F.COP(=O)(OC)OC.COP(=O)(OC)OC.C[N+](=O)[O-].C[N+](=O)[O-].C[N+](=O)[O-].C[N+](=O)[O-].C[N+](=O)[O-]

Entry 2:
DFT (the ωB97M-V functional and the def2-TZVPD basis) results for a molecular structure, C24H35N3O3 in a non-equilibrium geometry.

The geometry in XYZ format:
```
65
Properties=species:S:1:pos:R:3:forces:R:3
C -5.085 -1.789 3.014 -1.96 1.10 -4.87
H -5.483 -2.253 3.779 -3.40 -1.64 3.78
O -5.994 -1.403 1.979 -2.96 -1.24 2.81
C -5.764 -0.960 0.783 -1.37 -0.07 -3.13
C -6.858 -0.855 -0.207 -1.45 -3.63 10.60
C -6.686 -0.198 -1.236 1.12 1.74 -4.09
C -5.434 0.086 -1.505 3.26 5.23 -11.61
C -4.289 0.007 -0.934 1.42 -1.14 4.83
C -4.579 -0.567 0.340 6.09 -0.78 3.07
H -3.678 -0.824 1.112 -2.15 0.98 -1.90
N -3.034 0.474 -1.227 1.55 -3.01 -0.04
C -1.929 -0.050 -0.589 5.26 -4.84 5.36
H -0.975 -0.451 -1.310 -2.52 1.63 1.56
C -1.389 0.987 0.605 -3.16 -1.68 -2.27
N -1.172 2.142 -0.224 -0.35 -1.55 4.14
C -0.068 2.810 -0.074 2.93 -1.48 0.12
O 0.128 3.675 -0.842 1.11 5.06 -2.92
C 1.165 2.266 0.666 3.26 5.95 -7.70
C 2.040 1.384 -0.324 -5.28 -5.06 8.66
N 3.081 0.822 0.533 -4.66 -7.05 -8.92
C 3.800 1.494 1.201 5.98 7.91 11.09
O 4.738 1.146 1.962 -0.07 -0.76 -1.71
C 3.346 2.997 1.735 -4.29 -4.74 -4.65
C 2.137 3.491 1.031 4.06 -5.67 -8.88
H 2.551 4.008 -0.338 -1.16 -1.49 3.98
H 1.800 4.283 1.382 -3.84 7.00 3.36
H 4.225 3.366 1.647 5.37 3.73 -0.80
H 3.095 2.963 2.699 -0.60 -1.00 4.15
C 3.481 -0.613 0.197 4.90 0.51 0.78
C 3.724 -0.814 -1.357 -1.94 2.72 -1.94
H 2.768 -1.031 -1.910 0.59 -0.85 0.65
H 3.875 0.171 -2.004 0.09 -1.08 2.24
C 4.872 -1.676 -1.766 1.54 -3.86 -1.42
C 4.543 -3.318 -1.531 -0.45 5.44 0.30
H 5.437 -3.821 -1.745 0.97 -1.00 -0.58
C 4.200 -3.299 -0.031 -7.07 -10.36 -9.87
C 2.769 -3.020 0.089 5.16 1.03 15.24
C 2.659 -1.577 1.065 -4.17 -0.89 -15.96
H 1.599 -1.230 0.755 1.04 -0.65 1.22
H 2.823 -1.463 1.950 2.14 0.40 10.24
H 2.387 -3.762 1.176 0.73 1.69 -3.32
H 1.986 -3.049 -0.396 -6.71 -0.41 -6.13
H 4.775 -3.104 0.657 6.02 2.80 6.63
H 4.151 -4.727 0.089 0.52 3.65 0.09
H 3.671 -3.482 -2.251 1.19 -0.49 1.38
H 5.218 -1.672 -2.864 -0.96 0.79 1.43
H 5.813 -1.513 -1.193 -0.77 0.32 -0.15
H 4.696 -0.784 0.558 -3.48 1.13 -0.49
H 1.312 0.521 -0.591 1.26 0.74 0.55
H 2.081 1.814 -1.165 2.10 3.88 -6.29
H 0.917 1.935 1.491 -1.97 -4.45 7.94
C -2.289 2.648 -0.911 -1.58 -1.98 2.63
C -2.519 1.604 -1.994 -10.65 2.32 8.25
H -1.815 1.319 -2.502 7.47 -2.23 -5.88
H -3.464 1.816 -2.326 -1.71 1.61 -3.08
H -3.109 2.870 0.036 1.38 -0.84 -3.42
H -2.068 3.481 -1.417 1.04 3.70 -1.17
H -2.311 1.049 1.335 1.74 0.28 -1.22
H -0.505 0.648 1.131 -0.05 -0.08 -0.22
H -1.867 -1.127 0.270 -1.35 2.63 -3.18
H -5.113 0.549 -2.743 -1.70 -0.99 3.19
H -7.400 0.065 -1.875 -2.93 0.91 -2.48
H -7.832 -0.932 0.193 -1.11 -0.89 0.40
H -4.560 -2.529 2.625 3.48 -2.97 -1.91
H -4.592 -0.995 3.298 3.08 3.96 1.58
```
Positions in Å, forces in eV/Å.

Values from the calculation:
Maximum force = 0.3213 Eh/bohr
Total energy = -36045.582 eV
Total charge = 0

Entry 3:
DFT (the ωB97M-V functional and the def2-TZVPD basis) results for 8 unconnected molecules or ions with the total composition C6H27BF2O10S.

The geometry in XYZ format:
```
47
Properties=species:S:1:pos:R:3:forces:R:3
C 0.277 -5.363 0.980 0.05 0.00 0.01
C -0.699 -4.254 0.612 -0.10 0.08 -0.01
O -0.013 -3.304 -0.208 0.07 -0.02 0.05
C -0.796 -2.142 -0.500 0.01 0.05 -0.09
B -0.167 -1.011 0.400 -0.08 -0.07 -0.11
C 1.267 -0.437 0.393 0.04 0.06 0.31
C 1.558 0.564 -0.725 0.00 0.09 -0.07
C 1.337 0.086 -2.142 -0.07 -0.07 0.04
F 0.707 1.673 -0.494 0.03 -0.01 -0.05
S -1.387 -0.414 1.713 0.09 0.19 -0.14
O -2.529 0.179 1.092 -0.04 -0.10 0.06
O -1.516 -1.396 2.741 -0.04 0.04 -0.01
F -0.626 0.818 2.388 -0.08 -0.04 0.11
H 1.202 -5.223 0.420 -0.03 -0.01 -0.03
H -0.118 -6.347 0.729 -0.01 0.01 0.04
H 0.523 -5.350 2.041 0.00 0.00 -0.02
H -1.559 -4.642 0.054 0.05 0.00 -0.01
H -1.091 -3.751 1.502 0.02 -0.04 0.00
H -1.861 -2.327 -0.331 0.03 -0.02 0.00
H -0.681 -1.901 -1.561 0.00 -0.04 0.02
H 1.462 0.093 1.328 0.09 -0.03 -0.02
H 2.014 -1.235 0.347 -0.14 -0.05 -0.18
H 2.572 0.940 -0.590 -0.03 -0.02 0.01
H 0.273 0.101 -2.386 0.01 -0.05 0.03
H 1.709 -0.933 -2.262 0.05 0.04 0.00
H 1.833 0.745 -2.851 -0.02 -0.01 0.01
O -5.259 -0.241 -0.220 0.00 -0.08 -0.09
H -4.316 -0.199 -0.024 -0.03 0.05 0.11
H -5.659 0.380 0.400 0.04 0.03 -0.02
O -6.284 2.398 -0.058 -0.03 0.08 0.04
H -6.203 2.012 -0.937 0.02 -0.04 0.02
H -7.030 3.003 -0.100 -0.01 -0.02 -0.03
O 3.867 2.522 0.670 0.01 0.00 0.01
H 3.126 2.770 1.236 -0.01 0.00 0.05
H 4.174 3.349 0.286 -0.02 0.01 0.02
O 1.534 2.469 3.865 0.09 0.02 -0.14
H 0.787 2.017 3.459 -0.02 0.00 0.04
H 2.142 1.767 4.116 -0.01 -0.01 0.03
O 0.512 2.775 -3.671 0.02 0.04 -0.05
H -0.183 3.009 -3.046 0.07 0.01 0.07
H 0.725 3.619 -4.080 -0.08 -0.02 -0.06
O 4.232 -1.322 1.035 0.04 -0.07 0.01
H 5.030 -1.097 0.546 -0.01 0.06 0.02
H 4.472 -2.086 1.568 0.02 0.00 -0.01
O -0.023 5.580 -2.639 0.07 0.04 0.02
H 0.917 5.577 -2.430 -0.01 -0.03 0.04
H -0.427 6.070 -1.917 -0.06 -0.02 -0.03
```
Positions in Å, forces in eV/Å.

Values from the calculation:
Maximum force = 0.0063 Eh/bohr
Total energy = -44080.969 eV
Total charge = 0
Structure (SMILES) = CCOCB(C[C@@H](C)F)S(=O)(=O)F.O.O.O.O.O.O.O

Entry 4:
DFT (the ωB97M-V functional and the def2-TZVPD basis) results for a molecular structure, H20NeO10 in a non-equilibrium geometry.

The geometry in XYZ format:
```
31
Properties=species:S:1:pos:R:3:forces:R:3
Ne 0.925 0.303 -0.100 -0.26 0.07 -0.02
O -1.864 2.693 -1.973 -0.09 0.35 0.22
H -1.598 1.852 -2.344 -0.19 -0.45 -0.30
H -1.216 3.316 -2.300 0.10 0.22 0.01
O 0.688 0.644 2.684 -0.34 -0.44 0.45
H 1.422 0.945 2.150 0.57 0.22 -0.55
H 1.075 0.014 3.292 0.07 -0.14 0.25
O -2.321 -1.821 0.434 0.39 -0.04 0.17
H -2.619 -2.688 0.708 -0.31 -0.24 0.28
H -2.868 -1.606 -0.321 -0.22 0.27 -0.34
O 1.192 -1.349 -2.365 0.27 0.68 -0.49
H 0.804 -2.148 -2.007 -0.62 -0.63 0.50
H 1.385 -1.564 -3.277 0.08 -0.04 -0.31
O -0.522 -3.281 -1.229 0.42 -0.35 -0.49
H -0.968 -2.818 -0.520 -0.34 0.67 0.38
H -0.186 -4.079 -0.822 0.16 -0.29 0.01
O 2.987 1.672 1.539 -0.01 -0.21 0.08
H 3.273 1.996 0.685 0.10 0.05 -0.35
H 2.997 2.445 2.104 0.02 0.28 0.24
O -2.090 -0.246 3.211 -0.27 -0.21 0.52
H -2.407 -0.581 2.372 -0.04 -0.03 -0.35
H -1.167 -0.044 3.056 0.22 0.19 -0.25
O -1.480 0.057 -3.126 -0.32 0.17 0.12
H -1.330 -0.127 -4.053 -0.05 -0.01 -0.25
H -0.607 0.043 -2.733 0.54 -0.40 0.24
O -0.995 2.766 2.276 -0.13 0.62 -0.31
H -0.413 2.035 2.482 0.09 -0.34 0.17
H -1.313 3.068 3.126 -0.16 0.04 0.14
O 3.457 -0.563 -0.990 0.87 0.25 0.31
H 2.955 -0.084 -0.330 -0.02 -0.09 0.11
H 2.804 -0.848 -1.629 -0.52 -0.17 -0.19
```
Positions in Å, forces in eV/Å.

Values from the calculation:
Maximum force = 0.0197 Eh/bohr
Total energy = -24308.901 eV
Total charge = 0

Question: The lowest maximum force belongs to which entry?
Answer: C6H27BF2O10S